# 1
Formula: C6H9NO2
Source: the Open Molecules 2025 dataset
Level of theory: ωB97M-V/def2-TZVPD

The SMILES is C[C@@H]1CC=C[C@H]1[N+](=O)[O-]. As for the HOMO-LUMO gap: 10.58 eV. For the largest force on an atom, the calculation gives 6.8 eV/Å. As for the HOMO energy: -0.3742 hartree. The calculation puts the LUMO energy at 0.39 eV.

Geometry (Å):
C: 1.0218 -1.7628 0.5461
C: -0.0832 -0.7271 0.4566
C: -0.7641 -0.6935 -1.0339
C: -0.3411 0.5291 -1.6854
C: 0.3052 1.4162 -0.9950
C: 0.3621 0.8118 0.7429
N: -0.5826 1.6245 1.3807
O: -0.1138 2.6306 1.8943
O: -1.7285 1.3863 1.2595
H: 0.5897 -2.8189 0.8334
H: 1.8116 -1.5881 1.3029
H: 1.3029 -1.8574 -0.4620
H: -0.9524 -0.7738 1.1358
H: -1.8265 -0.5993 -0.8819
H: -0.6003 -1.4528 -1.7372
H: -0.4220 0.5661 -2.7547
H: 0.5763 2.3834 -1.1798
H: 1.4450 0.9256 1.1777

# 2
Formula: C9H11AuClI2O4PrS
Source: the Open Molecules 2025 dataset
Level of theory: ωB97M-V/def2-TZVPD

As for the HOMO-LUMO gap (spin up / spin down): 3.85 / 4.06 eV. The spin multiplicity is 5. For the largest force on an atom, the calculation gives 8.5 eV/Å. As for the HOMO energy (spin up / spin down): -0.8377 / -0.8326 hartree. The calculation puts the LUMO energy (spin up / spin down) at -18.94 / -18.60 eV. As for the expectation value of S²: 6.12. The total charge is +4.

Geometry (Å):
I: 3.8557 -2.2022 1.2515
I: 2.7122 1.2964 1.8068
Au: -0.3775 1.6449 0.6854
Pr: 0.9316 -1.2461 1.8032
S: 1.0808 0.4818 -0.7449
C: -1.5208 -1.6481 0.6777
C: -1.4209 -1.6105 3.2332
C: 0.3691 0.1151 -2.3909
C: 0.9949 1.1503 -3.3271
C: -1.1383 0.2670 -2.3862
C: 0.7779 -1.2885 -2.7832
C: -1.1338 2.2597 2.4179
C: -2.2497 2.1349 0.4576
O: -2.4736 -1.6366 3.6813
O: -2.6388 -1.6631 0.3991
O: -1.6639 2.3568 3.4388
O: -3.3946 2.2905 0.4186
H: 0.6400 0.9964 -4.3370
H: 2.0891 1.0667 -3.2996
H: 0.7275 2.1779 -3.0030
H: -1.5052 0.0552 -3.4065
H: -1.4291 1.2786 -2.1160
H: -1.6013 -0.4299 -1.6769
H: 0.4624 -1.4814 -3.8253
H: 0.3367 -2.0271 -2.1237
H: 1.8681 -1.4054 -2.7211
Cl: 1.1671 -2.1418 4.8777
C: 1.4233 -0.6175 4.1422
H: 0.6714 0.1107 4.4982
H: 2.4395 -0.2848 4.3522

# 3
Formula: C6H8
Source: the Open Molecules 2025 dataset
Level of theory: ωB97M-V/def2-TZVPD

The SMILES is C1=C[C@H]2C[C@@H]1C2. As for the HOMO-LUMO gap: 9.97 eV. For the largest force on an atom, the calculation gives 1.4 eV/Å. As for the HOMO energy: -0.3222 hartree. The calculation puts the LUMO energy at 1.21 eV.

Geometry (Å):
C: 1.3256 -0.4590 -0.0346
C: 1.1709 0.8665 -0.1010
C: -0.3068 1.0732 0.0786
C: -0.7163 -0.2984 -1.0385
C: -0.0778 -0.9817 0.1956
C: -0.7231 0.0517 1.1287
H: 2.1369 -1.0663 -0.4119
H: 1.8794 1.6137 -0.4428
H: -0.6153 2.1235 0.2159
H: -0.0717 -0.1849 -1.9074
H: -1.6297 -0.8260 -1.3841
H: -0.2209 -2.0407 0.4083
H: -1.8177 -0.0095 1.1429
H: -0.3336 0.1379 2.1502

# 4
Formula: C4H6N2
Source: the Open Molecules 2025 dataset
Level of theory: ωB97M-V/def2-TZVPD

The SMILES is N=C=C[C@H]1CN1. As for the HOMO-LUMO gap: 9.69 eV. For the largest force on an atom, the calculation gives 1.9 eV/Å. As for the HOMO energy: -0.3266 hartree. The calculation puts the LUMO energy at 0.80 eV.

Geometry (Å):
N: 1.5573 -1.7089 -2.0793
C: 1.4225 -0.8932 -1.1602
C: 1.0359 -0.2885 -0.0721
C: -0.1446 0.6057 -0.0530
C: -1.3226 0.3463 0.8175
N: -0.3215 1.3440 1.1846
H: 0.8746 -2.3230 -1.5896
H: 1.5314 -0.5542 0.8539
H: -0.3536 1.1063 -0.9986
H: -1.3507 -0.5413 1.4470
H: -2.2960 0.6891 0.4687
H: -0.6423 2.2868 0.9992

# 5
Formula: C4H9FN3
Source: the Open Molecules 2025 dataset
Level of theory: ωB97M-V/def2-TZVPD

As for the HOMO-LUMO gap (spin up / spin down): 9.36 / 7.98 eV. For the largest force on an atom, the calculation gives 1.9 eV/Å. As for the HOMO energy (spin up / spin down): -0.5065 / -0.4522 hartree. The calculation puts the LUMO energy (spin up / spin down) at -4.42 / -4.32 eV. The total charge is +1.

Geometry (Å):
C: -0.5356 1.3799 -0.5598
C: -0.0914 -0.7210 -0.0981
C: -2.4706 -0.0121 0.1426
C: 2.3106 -0.4671 0.2527
N: -1.1005 0.2367 -0.2256
N: 1.1193 -0.1020 -0.4381
N: 0.7816 1.2278 -0.6511
F: -0.3606 -1.9157 -0.6303
H: -1.0544 2.3038 -0.7378
H: 0.6216 -1.7690 1.9659
H: -2.6003 -1.0803 0.3113
H: -2.7066 0.5215 1.0676
H: -3.1466 0.3121 -0.6459
H: 1.9906 -0.8557 1.2617
H: 2.8075 -1.2937 -0.2527
H: 2.9934 0.3782 0.3309
H: 1.4420 1.8566 -1.0933

# 6
Formula: C64H144F6N8P
Source: the Open Molecules 2025 dataset
Level of theory: ωB97M-V/def2-TZVPD

As for the HOMO-LUMO gap: 10.54 eV. For the largest force on an atom, the calculation gives 3.8 eV/Å. As for the HOMO energy: -0.8348 hartree. The calculation puts the LUMO energy at -12.17 eV. The total charge is +7.

Geometry (Å):
C: 16.6595 -7.6372 -21.2260
C: 17.8020 -6.6854 -21.5689
C: 17.6657 -6.2331 -23.0038
N: 18.9253 -5.5223 -23.5846
C: 19.4797 -4.4363 -22.6211
C: 20.1137 -6.3985 -23.9135
C: 19.6282 -7.1161 -25.1837
C: 18.9616 -5.9953 -26.0416
C: 18.6010 -4.8490 -25.0287
H: 15.6902 -7.1508 -21.3354
H: 16.8806 -8.0832 -20.2562
H: 16.6565 -8.4296 -21.9745
H: 18.7733 -7.0423 -21.2262
H: 17.6382 -5.7801 -20.9845
H: 16.8454 -5.5161 -23.0370
H: 17.3711 -6.9471 -23.7728
H: 20.1767 -3.7520 -23.1047
H: 19.9059 -4.8850 -21.7238
H: 18.5824 -3.9086 -22.2977
H: 20.9929 -5.8076 -24.1704
H: 20.3890 -7.2666 -23.3146
H: 20.5416 -7.5437 -25.5970
H: 18.9898 -7.9831 -25.0137
H: 19.6131 -5.5825 -26.8119
H: 18.1031 -6.4168 -26.5645
H: 19.2884 -4.0219 -25.2061
H: 17.5884 -4.4569 -25.1233
C: 7.5780 -3.3167 -22.2530
C: 9.0322 -2.8422 -22.4282
C: 10.0073 -3.8245 -22.9505
N: 11.4983 -3.4458 -22.7507
C: 11.6311 -2.0427 -23.4330
C: 12.3750 -4.5215 -23.3813
C: 12.8434 -5.3265 -22.2516
C: 13.1563 -4.3541 -21.0899
C: 11.9272 -3.3880 -21.2506
H: 7.6912 -4.2319 -21.6718
H: 7.1206 -3.6208 -23.1945
H: 6.8740 -2.5539 -21.9205
H: 9.2493 -2.3888 -21.4610
H: 9.0170 -2.0119 -23.1342
H: 9.8878 -4.0063 -24.0186
H: 9.9135 -4.7953 -22.4638
H: 12.6973 -2.0551 -23.6594
H: 11.8226 -1.3039 -22.6548
H: 10.9778 -1.7788 -24.2646
H: 13.2080 -3.9790 -23.8285
H: 11.8984 -5.1443 -24.1383
H: 13.6298 -5.9722 -22.6425
H: 12.0570 -6.0489 -22.0333
H: 14.0795 -3.8320 -21.3417
H: 13.2381 -4.8935 -20.1462
H: 12.1200 -2.3399 -21.0219
H: 11.0866 -3.7919 -20.6864
C: 17.9791 -2.0066 -17.6306
C: 16.5079 -1.7974 -18.0601
C: 15.8343 -0.4890 -17.6352
N: 14.2599 -0.5166 -17.7464
C: 13.9058 -0.3492 -19.2516
C: 13.6698 0.6699 -17.0825
C: 12.2354 0.2943 -16.7028
C: 12.0835 -1.2313 -16.9728
C: 13.5165 -1.7514 -17.0388
H: 17.9959 -2.3327 -16.5906
H: 18.6559 -1.1740 -17.8227
H: 18.4533 -2.8263 -18.1702
H: 15.9585 -2.6709 -17.7090
H: 16.5255 -1.8125 -19.1498
H: 16.1774 0.3331 -18.2634
H: 16.1708 -0.1731 -16.6477
H: 14.7017 -0.9208 -19.7292
H: 14.1344 0.6795 -19.5300
H: 13.0077 -0.8601 -19.5987
H: 13.7547 1.5643 -17.6997
H: 14.2964 0.6600 -16.1906
H: 11.5440 0.8881 -17.3007
H: 12.1131 0.6137 -15.6679
H: 11.4663 -1.4484 -17.8446
H: 11.6458 -1.6102 -16.0493
H: 13.6275 -2.5847 -17.7325
H: 14.1573 -1.8928 -16.1685
C: 11.7809 -7.2560 -13.3533
C: 11.6026 -6.2554 -12.1417
C: 12.7526 -5.2178 -12.2443
N: 12.5714 -3.8880 -11.4772
C: 13.7692 -2.9746 -11.8365
C: 11.1060 -3.1885 -11.5990
C: 10.8760 -2.2540 -10.4396
C: 11.8717 -2.7861 -9.2970
C: 12.4576 -4.0637 -9.8515
H: 11.1474 -8.1073 -13.1044
H: 12.8347 -7.5338 -13.3729
H: 11.5784 -6.7384 -14.2910
H: 11.5624 -6.6746 -11.1364
H: 10.6201 -5.8367 -12.3595
H: 12.9824 -5.0098 -13.2893
H: 13.5802 -5.6981 -11.7222
H: 14.6509 -3.3756 -11.3365
H: 13.6684 -1.9652 -11.4376
H: 14.0117 -3.0202 -12.8982
H: 11.1095 -2.7055 -12.5761
H: 10.3992 -4.0160 -11.5362
H: 11.4465 -1.3942 -10.7908
H: 9.8274 -2.0409 -10.2316
H: 12.6771 -2.1345 -8.9581
H: 11.2905 -3.0001 -8.4000
H: 13.5101 -4.0059 -9.5741
H: 12.0056 -5.0174 -9.5789
C: 20.1260 -3.9229 -12.6568
C: 19.0056 -4.7453 -13.1232
C: 18.8190 -4.9631 -14.5985
N: 17.7422 -6.0604 -14.9320
C: 16.4177 -5.4700 -14.4532
C: 17.9104 -7.5439 -14.3698
C: 17.9088 -8.5017 -15.6671
C: 17.0812 -7.7479 -16.6930
C: 17.6768 -6.3377 -16.4688
H: 20.9714 -4.4337 -13.1177
H: 20.3029 -3.9843 -11.5830
H: 20.0022 -2.9093 -13.0379
H: 18.0820 -4.2558 -12.8141
H: 18.9116 -5.7171 -12.6385
H: 19.7171 -5.4490 -14.9797
H: 18.6178 -4.0001 -15.0678
H: 16.5379 -5.2949 -13.3841
H: 15.6256 -6.2077 -14.5813
H: 16.2836 -4.5362 -14.9993
H: 17.0885 -7.6589 -13.6631
H: 18.8920 -7.6614 -13.9108
H: 17.4685 -9.4916 -15.5480
H: 18.8952 -8.8524 -15.9706
H: 16.0125 -7.6464 -16.5046
H: 17.1556 -8.1641 -17.6977
H: 17.1431 -5.5104 -16.9367
H: 18.6804 -6.2036 -16.8725
C: 7.7542 -9.3824 -15.6299
C: 7.4474 -8.6150 -14.3164
C: 7.0322 -9.5345 -13.1089
N: 6.9302 -8.6582 -11.7808
C: 8.2701 -8.3057 -11.1488
C: 6.1490 -7.2884 -11.7898
C: 4.6714 -7.7909 -11.8891
C: 4.6343 -8.9348 -10.8713
C: 6.1134 -9.4891 -10.7363
H: 8.4763 -10.1901 -15.5108
H: 7.9067 -8.6569 -16.4290
H: 6.8852 -9.9968 -15.8654
H: 6.8151 -7.7522 -14.5253
H: 8.4518 -8.2102 -14.1922
H: 7.6674 -10.3692 -12.8124
H: 5.9800 -9.8177 -13.1335
H: 8.7820 -9.2662 -11.2085
H: 8.2096 -8.0200 -10.0986
H: 8.5966 -7.5132 -11.8222
H: 6.4555 -6.8328 -10.8482
H: 6.5365 -6.6584 -12.5904
H: 4.0018 -6.9526 -11.6971
H: 4.2778 -8.0483 -12.8724
H: 4.2848 -8.7706 -9.8520
H: 3.9793 -9.7512 -11.1757
H: 6.5758 -9.3898 -9.7542
H: 6.1421 -10.5776 -10.7867
C: 8.4584 -6.3750 -18.4092
C: 7.9896 -5.3610 -17.2786
C: 8.4435 -3.9255 -17.5703
N: 7.7412 -2.7854 -16.7980
C: 7.8494 -3.0601 -15.2900
C: 6.1702 -2.6239 -17.1842
C: 5.8212 -1.1978 -16.8703
C: 7.0176 -0.3700 -17.0018
C: 8.2634 -1.2900 -17.1239
H: 8.8648 -7.3332 -18.0853
H: 9.3191 -5.8682 -18.8456
H: 7.7157 -6.6816 -19.1456
H: 8.4268 -5.6807 -16.3327
H: 6.9463 -5.4913 -16.9912
H: 8.3534 -3.5789 -18.5998
H: 9.4699 -3.7144 -17.2703
H: 7.1702 -3.8616 -14.9999
H: 7.5258 -2.1558 -14.7746
H: 8.9088 -3.2790 -15.1566
H: 5.5527 -3.3917 -16.7182
H: 6.2004 -2.8172 -18.2566
H: 5.1330 -1.0930 -16.0316
H: 5.1579 -0.9072 -17.6850
H: 7.0638 0.1751 -16.0590
H: 7.0724 0.3183 -17.8452
H: 9.0273 -0.9683 -16.4160
H: 8.6330 -1.2976 -18.1493
C: 11.1988 -9.6805 -16.2823
C: 12.2036 -9.4120 -17.4167
C: 12.9063 -10.6134 -18.0208
N: 13.1602 -10.5982 -19.5964
C: 14.0468 -9.3869 -19.9014
C: 11.8323 -10.4474 -20.3293
C: 12.0495 -11.1064 -21.7224
C: 13.4728 -11.8410 -21.7085
C: 13.8336 -11.8898 -20.2401
H: 11.6710 -10.1801 -15.4364
H: 10.3779 -10.3482 -16.5436
H: 10.7697 -8.7574 -15.8925
H: 13.0840 -8.8294 -17.1458
H: 11.5161 -8.9768 -18.1420
H: 12.3892 -11.5690 -17.9335
H: 13.9349 -10.7657 -17.6940
H: 13.3902 -8.6318 -19.4693
H: 14.0429 -9.1700 -20.9696
H: 15.0415 -9.4592 -19.4616
H: 11.5632 -9.3912 -20.3209
H: 10.9648 -10.8061 -19.7752
H: 12.0068 -10.4118 -22.5613
H: 11.2762 -11.8744 -21.7453
H: 14.2188 -11.3633 -22.3436
H: 13.4387 -12.8776 -22.0437
H: 14.8911 -12.0515 -20.0307
H: 13.3348 -12.6552 -19.6456
P: 12.8470 -5.4731 -17.0693
F: 13.0953 -6.5011 -18.3372
F: 14.2897 -4.8537 -17.4472
F: 12.1482 -4.3922 -18.1584
F: 12.5779 -4.3307 -15.8699
F: 11.3688 -6.0655 -16.7603
F: 13.6072 -6.6336 -16.0793

Number 1: calculated total energy -11947.765 eV. Number 2: calculated total energy -74968.438 eV. Number 3: calculated total energy -6348.438 eV. Number 4: calculated total energy -7222.290 eV. Number 5: calculated total energy -11469.935 eV. Number 6: calculated total energy -106144.269 eV.